1.
Computed, not measured: one molecule with the formula C3H5N3, with the ωB97M-V functional and the def2-TZVPD basis.

ORCA input file:
```
! wB97M-V def2-TZVPD RIJCOSX def2/J DEFGRID3
* xyz 0 1
N -1.2434 1.7938 0.0955
C -0.5681 0.6999 -0.0009
C -0.8087 -0.6751 -0.1781
N 0.4193 -1.3859 -0.2247
C 1.4042 -0.4941 -0.0274
N 0.8642 0.7234 0.0721
H -2.2335 1.5710 0.0132
H 0.0317 -1.9213 0.5691
H -1.6919 -1.1993 -0.5033
H 2.4622 -0.7134 0.0509
H 1.3640 1.6009 0.1335
*
```

Computed properties:
energy above the lowest of the compared OMol25 structures with the same formula, charge and spin: 60.1 kcal/mol
highest occupied orbital energy: -6.8 eV
HOMO-LUMO gap: 7.556 eV

Results of the Löwdin charge analysis, in e, for atoms 1 through 2: N 0.03; C -0.49

=====

2.
Computed, not measured: an isolated ion of composition CH5N5O3P and charge +1, with the ωB97M-V functional and the def2-TZVPD basis.

ORCA input file:
```
! wB97M-V def2-TZVPD RIJCOSX def2/J DEFGRID3
* xyz 1 1
N -1.9420 -0.9074 0.7508
C -0.7988 -1.1946 0.0645
N -0.5191 -2.4097 -0.4374
N 0.6276 -2.3602 -1.0293
N 1.0889 -1.1575 -0.9300
N 0.2466 -0.3807 -0.2265
P 0.3764 1.3018 0.2694
O -0.2624 1.4208 1.5672
O -0.3379 2.0933 -0.8691
O 1.9183 1.6172 0.2647
H -1.8097 -0.9136 1.7568
H -2.3362 -0.0205 0.4643
H 1.9589 -0.8350 -1.3265
H -0.6935 2.8972 -0.4568
H 2.4828 0.8489 0.1379
*
```

Computed properties:
energy above the lowest of the compared OMol25 structures with the same formula, charge and spin: 0.0 kcal/mol
highest occupied orbital energy: -15.5 eV
HOMO-LUMO gap: 10.197 eV

Results of the Löwdin charge analysis, in e, for atoms 1 through 2: N 0.18; C -0.34

=====

> highest occupied orbital energy of number 2 (CH5N5O3P)?

-15.5 eV

=====

Repeat the second record exactly.
Computed, not measured: an isolated ion of composition CH5N5O3P and charge +1, with the ωB97M-V functional and the def2-TZVPD basis.

ORCA input file:
```
! wB97M-V def2-TZVPD RIJCOSX def2/J DEFGRID3
* xyz 1 1
N -1.9420 -0.9074 0.7508
C -0.7988 -1.1946 0.0645
N -0.5191 -2.4097 -0.4374
N 0.6276 -2.3602 -1.0293
N 1.0889 -1.1575 -0.9300
N 0.2466 -0.3807 -0.2265
P 0.3764 1.3018 0.2694
O -0.2624 1.4208 1.5672
O -0.3379 2.0933 -0.8691
O 1.9183 1.6172 0.2647
H -1.8097 -0.9136 1.7568
H -2.3362 -0.0205 0.4643
H 1.9589 -0.8350 -1.3265
H -0.6935 2.8972 -0.4568
H 2.4828 0.8489 0.1379
*
```

Computed properties:
energy above the lowest of the compared OMol25 structures with the same formula, charge and spin: 0.0 kcal/mol
highest occupied orbital energy: -15.5 eV
HOMO-LUMO gap: 10.197 eV

Results of the Löwdin charge analysis, in e, for atoms 1 through 2: N 0.18; C -0.34